The following is a quantum chemistry calculation of a gas-phase ion, C6H13N3S (charge +2) in a non-equilibrium geometry, from the OMol25 dataset.

Geometry as XYZ:
```
23
Properties=species:S:1:pos:R:3:forces:R:3:lowdin_charge:R:1
C -1.820 -1.402 1.114 0.385 -1.094 3.640 -0.03
C -0.472 -0.254 -0.644 0.176 0.802 1.536 -0.07
C 0.346 1.683 0.609 -0.973 0.621 1.632 0.00
C -0.710 0.037 -2.008 0.546 1.439 -1.593 0.04
C 1.937 0.714 -0.941 -1.405 -1.130 1.152 0.02
C 0.770 0.319 0.047 -0.386 -0.737 0.910 -0.49
N -0.995 -1.516 2.155 -2.182 -1.005 0.145 -0.17
N -1.543 -0.854 -0.091 2.004 0.249 0.222 0.18
N 1.220 -0.554 1.168 0.373 0.276 -0.682 -0.33
S 0.531 -0.766 2.633 -0.030 0.259 -1.411 1.12
H -2.878 -1.769 1.278 1.417 0.201 -0.489 0.20
H 1.374 2.087 0.618 -1.121 1.101 0.418 0.11
H -0.436 2.245 0.032 1.201 -0.302 0.182 0.13
H -0.073 1.620 1.671 0.595 -0.110 -1.372 0.10
H -0.034 0.757 -2.420 0.280 0.570 -0.054 0.11
H -1.694 0.273 -2.350 -1.031 0.304 0.363 0.13
H -0.488 -0.804 -2.596 0.637 -1.889 -0.869 0.14
H 1.540 1.594 -1.420 0.625 0.347 -0.374 0.10
H 2.003 -0.094 -1.617 0.775 -0.701 -1.147 0.09
H 2.883 0.874 -0.401 -0.539 0.088 -0.168 0.13
H -1.395 -2.081 2.992 0.457 1.279 -1.713 0.19
H -2.178 -1.106 -0.805 -1.466 -0.181 -0.600 0.17
H 2.112 -1.002 0.977 -0.339 -0.386 0.273 0.12
```
Forces are in eV/Å.

Its net charge is +2. As for the multiplicity: 1. The energy above the lowest of the compared OMol25 structures with the same formula, charge and spin comes out at 50.5 kcal per mole. The value obtained for the HOMO energy (spin up / spin down) is -17.65 / -17.65 eV. The value obtained for the HOMO-LUMO gap (spin up / spin down) is 7.43 / 7.43 eV. The energy comes out at -798.142282 Ha.

The following is a quantum chemistry calculation of 3 unconnected molecules or ions with the total composition H6O3, from the OMol25 dataset.

Geometry as XYZ:
```
9
Properties=species:S:1:pos:R:3:forces:R:3:lowdin_charge:R:1
O 0.238 0.835 0.284 -0.255 0.039 -0.116 -0.05
H 0.900 1.522 0.202 0.149 0.186 -0.039 0.03
H 0.676 0.137 0.771 0.102 -0.252 0.158 0.02
O -3.518 2.356 -1.777 -0.198 0.051 -0.184 -0.05
H -3.143 1.535 -1.458 0.122 -0.233 0.079 0.03
H -3.075 3.035 -1.269 0.104 0.172 0.118 0.03
O 2.651 -2.788 1.251 -0.021 0.255 0.082 -0.06
H 2.548 -2.989 0.321 -0.021 -0.023 -0.261 0.03
H 2.722 -3.643 1.675 0.018 -0.195 0.163 0.03
```
Forces are in eV/Å.

As for the multiplicity: 1. The energy above the lowest of the compared OMol25 structures with the same formula, charge and spin comes out at 13.0 kcal per mole. The value obtained for the HOMO energy is -11.35 eV. The value obtained for the HOMO-LUMO gap is 12.03 eV. The energy comes out at -229.304376 Ha.

The following is a quantum chemistry calculation of a molecular structure, C34H40LaN8O6S in a non-equilibrium geometry, from the OMol25 dataset.

Geometry as XYZ:
```
90
Properties=species:S:1:pos:R:3:forces:R:3:lowdin_charge:R:1
La -0.205 -0.871 1.000 -0.964 1.314 -0.132 2.06
C -1.804 2.499 0.541 0.393 -0.635 1.336 -0.19
N -1.595 1.148 -0.027 -0.187 0.804 0.255 -0.13
C -2.123 0.987 -1.207 0.096 0.031 0.297 -0.12
C -2.017 -0.217 -1.908 0.947 -0.253 2.070 -0.35
C -2.484 -0.592 -3.136 0.539 -0.554 -0.931 -0.06
C -2.033 -1.888 -3.334 0.592 -0.497 0.328 -0.09
C -1.306 -2.278 -2.157 -0.729 0.169 -0.992 -0.15
N -1.295 -1.246 -1.252 -0.495 -0.764 -1.560 -0.09
C -2.463 2.497 1.932 -0.687 0.134 -0.079 -0.20
C -1.791 3.040 3.035 -1.659 0.127 0.360 -0.03
C -2.506 3.264 4.241 -1.075 -1.404 -1.694 -0.03
C -3.869 2.823 4.331 3.046 1.686 1.262 -0.09
C -4.476 2.245 3.261 -0.952 -0.053 0.429 -0.13
C -3.806 2.102 2.080 1.358 -0.582 -1.196 -0.05
H -2.337 3.085 -0.188 -0.479 0.461 -0.033 0.11
H -0.862 3.022 0.727 0.255 -0.174 -0.375 0.09
H -2.646 1.806 -1.687 -0.180 0.226 -0.067 0.14
H -2.921 -0.008 -3.928 -0.335 0.292 0.282 0.11
H -2.164 -2.361 -4.309 0.187 -0.451 0.658 0.10
H -0.871 -3.297 -2.016 -0.196 1.217 0.272 0.12
H -0.791 3.365 2.863 0.689 0.280 0.311 0.09
H -2.053 3.749 5.070 0.375 0.270 0.542 0.09
H -4.334 3.046 5.289 -0.379 -0.293 -0.341 0.11
H -5.510 1.994 3.416 -0.360 -0.377 -0.465 0.11
H -4.226 1.602 1.218 -0.485 0.155 -0.027 0.11
O 4.296 -1.036 -1.239 2.020 1.187 -1.102 0.13
C 4.497 -2.142 -1.919 1.135 -1.161 -0.248 -0.47
O 5.402 -2.222 -2.731 -1.148 -0.096 0.718 0.10
C 3.657 -3.337 -1.527 0.273 -0.560 -1.600 -0.02
C 4.008 -4.618 -1.958 -0.151 0.720 -0.002 0.02
N 2.969 -5.415 -1.612 0.348 0.041 -0.790 0.02
N 1.961 -4.764 -1.106 -1.000 -0.075 0.885 0.13
C 2.332 -3.509 -1.039 0.843 -0.013 -0.007 -0.18
C 1.543 -2.575 -0.272 0.680 -0.194 0.775 -0.60
O 1.953 -1.373 -0.232 -0.969 0.267 0.166 -0.17
O 0.609 -2.988 0.480 0.061 -0.308 -0.676 -0.18
H 3.472 -1.027 -0.794 -2.066 -0.304 1.176 0.02
H 4.843 -4.908 -2.587 -0.115 -0.146 0.500 0.14
H 2.783 -6.387 -1.749 0.567 -0.484 -0.327 0.16
C 6.089 3.829 -0.449 0.126 1.423 -1.233 -0.12
C 5.911 2.381 -0.204 -1.238 -2.021 -0.644 -0.27
C 4.641 2.038 0.614 -0.719 0.750 -0.125 -0.15
N 3.392 2.146 -0.291 2.030 0.325 -0.001 0.06
C 2.163 1.819 0.010 0.274 0.254 -0.724 -0.83
S 1.797 1.381 1.581 -0.675 -0.426 1.161 0.63
N 1.172 1.870 -0.948 0.766 0.136 -0.541 0.10
C 1.039 2.777 -2.085 -0.039 1.381 0.950 -0.33
O 0.186 3.640 -1.987 0.487 -1.079 -0.460 0.13
C 2.004 2.648 -3.180 0.977 -0.510 -0.364 -0.15
C 2.298 3.701 -4.069 -1.574 -1.530 1.909 -0.01
C 3.178 3.512 -5.066 0.374 1.079 -2.132 -0.07
C 3.793 2.292 -5.262 0.139 -0.397 0.779 -0.04
C 3.616 1.275 -4.347 -0.169 -0.885 -0.050 -0.04
C 2.700 1.450 -3.335 -0.099 0.972 0.041 -0.04
H 6.925 4.029 -1.147 -0.089 -0.149 0.689 0.09
H 6.186 4.448 0.453 0.081 -0.306 -0.200 0.09
H 5.242 4.219 -1.025 -0.183 0.089 0.231 0.07
H 6.691 1.959 0.365 1.216 -0.239 0.885 0.09
H 5.981 1.765 -1.144 -0.450 0.658 0.634 0.13
H 4.626 2.810 1.452 -0.595 -0.996 -1.000 0.13
H 4.637 1.027 1.081 0.060 0.698 -0.550 0.11
H 3.577 2.400 -1.264 0.088 -0.080 0.431 0.13
H 0.299 1.856 -0.486 -1.216 -0.095 0.422 0.02
H 1.643 4.508 -3.952 -0.367 1.676 -0.117 0.11
H 3.276 4.314 -5.817 0.211 -0.516 0.458 0.13
H 4.394 2.113 -6.106 0.770 0.016 -0.917 0.10
H 4.071 0.277 -4.412 0.076 0.638 -0.295 0.12
H 2.516 0.669 -2.660 -0.251 -1.115 0.819 0.09
C -3.112 -1.107 4.718 0.765 -0.723 0.736 -0.02
N -3.680 -2.027 3.766 -0.623 -0.696 -1.146 -0.08
C -5.138 -2.215 3.915 -0.250 0.457 -0.609 -0.13
C -5.685 -3.433 3.194 3.851 -0.494 -1.062 -0.12
C -5.205 -3.343 1.730 -0.427 0.546 -0.298 -0.13
N -3.775 -2.988 1.636 0.136 0.230 0.669 -0.07
C -3.102 -3.725 0.597 2.002 -1.479 1.064 -0.04
C -3.065 -2.327 2.588 -0.660 0.150 -0.254 -0.42
O -1.867 -1.983 2.337 -0.196 0.030 0.567 -0.22
H -3.197 -1.518 5.744 -0.692 0.359 -0.463 0.11
H -3.534 -0.099 4.621 0.357 -0.173 0.121 0.09
H -2.041 -1.193 4.603 0.334 0.803 -0.379 0.08
H -5.622 -1.300 3.497 0.057 -0.427 0.745 0.14
H -5.265 -2.352 4.974 -0.506 0.420 0.443 0.12
H -6.701 -3.636 3.237 -1.954 0.200 0.312 0.10
H -5.158 -4.312 3.611 -0.336 0.210 -0.014 0.13
H -5.771 -2.581 1.135 0.247 -0.558 0.569 0.14
H -5.311 -4.299 1.195 -0.113 0.294 0.341 0.12
H -2.009 -3.605 0.511 -0.516 0.590 0.459 0.07
H -3.468 -3.530 -0.364 -0.947 0.263 -1.341 0.08
H -3.172 -4.795 0.868 -0.331 0.247 -0.490 0.11
```
Forces are in eV/Å.

Its net charge is +1. As for the multiplicity: 1. The energy above the lowest of the compared OMol25 structures with the same formula, charge and spin comes out at 39.4 kcal per mole. The value obtained for the HOMO energy is -10.03 eV. The value obtained for the HOMO-LUMO gap is 7.52 eV. The energy comes out at -2638.876982 Ha.

The following is a quantum chemistry calculation of a single C6H6N2 molecule in a non-equilibrium geometry, from the OMol25 dataset.

Geometry as XYZ:
```
14
Properties=species:S:1:pos:R:3:forces:R:3:lowdin_charge:R:1
C -2.196 0.394 0.410 0.452 -3.069 -4.063 0.10
C -0.855 0.242 0.311 -2.265 0.749 -2.212 -0.30
C -0.027 0.631 1.355 2.624 -0.484 2.932 -0.14
C 1.383 -0.340 -0.747 -2.396 -2.921 -2.575 -0.13
C -0.138 -0.186 -0.912 1.323 -0.374 -0.170 -0.25
C -0.779 -0.570 -2.013 -1.969 -0.768 -0.667 0.05
H -2.824 -0.171 -0.489 1.138 2.097 2.934 0.12
H -2.618 0.848 1.239 -1.079 0.591 1.349 0.04
H -0.427 1.075 2.294 0.100 -0.249 -0.839 0.13
H 1.856 -1.063 -1.581 -0.535 2.275 1.718 0.15
H -0.290 -1.000 -2.955 -0.831 0.850 1.602 0.09
H -1.967 -0.570 -1.882 2.933 -0.126 -1.176 0.09
N 1.213 0.266 1.472 -0.361 1.364 0.054 0.04
N 1.921 -0.286 0.378 0.868 0.064 1.113 0.01
```
Forces are in eV/Å.

As for the multiplicity: 1. The energy above the lowest of the compared OMol25 structures with the same formula, charge and spin comes out at 84.4 kcal per mole. The value obtained for the HOMO energy is -8.84 eV. The value obtained for the HOMO-LUMO gap is 7.94 eV. The energy comes out at -341.587982 Ha.